(1)
Density functional theory data (ωB97M-V/def2-TZVPD) for 2 unconnected molecules or ions with the total composition C5H11NP in a non-equilibrium geometry.

frontier orbital gap	8.14	eV
HOMO energy	-12.9	eV
net charge	+1
relative energy (zero: lowest compared OMol25 entry of this formula, charge and spin)	49.9	kcal/mol
maximum force	4.195	eV/Å
E	-592.84690	Ha

Last column: Löwdin charge in e.
Geometry (Å):
1 C -2.5005 -0.3032 -0.2072  -0.24
2 C 2.0659 -1.3481 -0.4642  -0.22
3 C 1.5101 1.5421 -1.0276  -0.08
4 C 0.7636 0.4133 1.4308  -0.21
5 C -3.6206 0.3529 -0.1596  0.04
6 N -1.4121 -0.8624 -0.1433  0.05
7 P 1.1333 0.1154 -0.2505  0.90
8 H 2.8622 -1.4740 0.2893  0.08
9 H 2.5046 -1.5291 -1.4710  0.09
10 H 1.2847 -2.1479 -0.2221  0.08
11 H 1.2049 2.4502 -0.5671  0.03
12 H -1.3793 -1.9177 0.0156  0.13
13 H 1.6961 1.7282 -1.9862  -0.02
14 H 0.5715 1.4771 1.4347  0.06
15 H 1.7395 0.1768 1.8315  0.06
16 H -0.1365 -0.1451 1.7392  0.06
17 H -4.4116 0.4139 -0.9080  0.08
18 H -3.8757 1.0576 0.6657  0.09

(2)
Density functional theory data (ωB97M-V/def2-TZVPD) for a single C6H10 molecule.

frontier orbital gap	10.54	eV
SMILES	C[C@@]12CC[C@@H]1C2
HOMO energy	-9.4	eV
net charge	0
relative energy (zero: lowest compared OMol25 entry of this formula, charge and spin)	31.2	kcal/mol
maximum force	0.857	eV/Å
E	-234.55281	Ha

Last column: Löwdin charge in e.
Geometry (Å):
1 C 1.8973 -0.2683 0.3532  -0.03
2 C 0.4729 0.0096 -0.0771  -0.41
3 C -0.4875 -0.8296 -0.9569  -0.11
4 C -1.6712 -0.4331 -0.0257  -0.14
5 C -0.7063 0.3934 0.7999  -0.22
6 C -0.0692 1.4147 -0.0845  -0.07
7 H 2.1791 0.4067 1.1741  0.08
8 H 2.6361 -0.1091 -0.4447  0.08
9 H 2.0180 -1.2934 0.7203  0.07
10 H -0.4637 -0.5438 -2.0202  0.11
11 H -0.4453 -1.9061 -0.8615  0.10
12 H -2.0225 -1.3116 0.5280  0.10
13 H -2.5432 0.0638 -0.4630  0.10
14 H -0.6899 0.4556 1.8820  0.13
15 H 0.5051 2.1741 0.4367  0.11
16 H -0.6099 1.7771 -0.9607  0.11

(3)
Density functional theory data (ωB97M-V/def2-TZVPD) for a molecular structure, C30H33N7O5STi.

frontier orbital gap	7.84	eV
HOMO energy	-8.0	eV
net charge	0
relative energy (zero: lowest compared OMol25 entry of this formula, charge and spin)	20.2	kcal/mol
maximum force	0.250	eV/Å
E	-3170.27015	Ha

Last column: Löwdin charge in e.
Geometry (Å):
1 Ti -0.1651 0.8007 0.2794  1.12
2 C -2.1824 2.5005 -1.6737  -0.29
3 C -1.2817 2.4687 -0.4470  -0.24
4 N 0.5033 2.1116 1.5186  -0.16
5 C 0.6789 1.8833 2.9234  -0.22
6 C -0.5349 1.1861 3.4678  -0.24
7 C -0.7482 1.1016 4.8356  -0.01
8 C -1.9113 0.5188 5.2919  -0.04
9 C -2.8291 0.0668 4.3592  -0.02
10 C -2.5325 0.1537 3.0088  -0.23
11 C -3.5464 -0.3596 2.0110  -0.16
12 N -3.5104 0.3638 0.7715  -0.07
13 C -4.1390 1.6669 0.7540  -0.21
14 C -4.3975 2.0703 -0.7028  -0.21
15 N -3.3513 1.6204 -1.6099  -0.08
16 N -1.3824 0.6837 2.5633  0.15
17 H -1.6106 2.2136 -2.5555  0.08
18 H -2.5142 3.5422 -1.8401  0.11
19 H -1.7494 2.9448 0.4170  0.04
20 H -0.4193 3.1215 -0.6758  0.05
21 H 0.9105 2.9813 1.2074  0.07
22 H 0.8091 2.8252 3.4656  0.13
23 H 1.5577 1.2652 3.1658  0.12
24 H -0.0093 1.5043 5.5154  0.12
25 H -2.1166 0.4429 6.3517  0.11
26 H -3.7777 -0.3535 4.6659  0.11
27 H -4.5317 -0.3351 2.5026  0.12
28 H -3.3291 -1.4117 1.8097  0.11
29 H -3.8440 -0.1881 -0.0045  0.10
30 H -3.4900 2.3845 1.2604  0.10
31 H -5.1008 1.6755 1.2918  0.12
32 H -4.5583 3.1583 -0.7481  0.11
33 H -5.3286 1.5932 -1.0215  0.11
34 H -3.7370 1.5344 -2.5404  0.11
35 O 3.3404 -0.9234 2.1227  0.10
36 C 2.4997 -0.4068 1.4156  -0.45
37 N 1.1523 -0.6164 1.3740  0.04
38 C 0.5723 -1.6470 2.0668  -0.44
39 O 0.9247 -2.2098 3.0778  0.11
40 C -0.6514 -2.1053 1.3019  -0.19
41 C -1.1901 -3.3645 1.4894  0.01
42 C -2.1604 -3.7998 0.6004  -0.04
43 C -2.5470 -2.9651 -0.4381  -0.03
44 C -1.9899 -1.7001 -0.5284  -0.12
45 N -1.0766 -1.2744 0.3468  0.03
46 C 2.9226 0.5566 0.3255  -0.17
47 C 4.2616 0.7895 0.0785  0.02
48 C 4.6095 1.6196 -0.9754  -0.04
49 C 3.6053 2.1788 -1.7479  -0.03
50 C 2.2856 1.8952 -1.4366  -0.10
51 N 1.9561 1.1039 -0.4176  0.03
52 H -0.8088 -3.9766 2.2946  0.12
53 H -2.5896 -4.7887 0.6979  0.11
54 H -3.2643 -3.2833 -1.1814  0.12
55 H -2.2622 -1.0080 -1.3143  0.10
56 H 4.9908 0.3024 0.7103  0.12
57 H 5.6498 1.8167 -1.1993  0.11
58 H 3.8278 2.8161 -2.5919  0.11
59 H 1.4700 2.2845 -2.0330  0.11
60 C 5.2777 -3.0780 -2.9000  -0.05
61 C 3.9617 -2.3512 -2.9556  -0.27
62 C 2.9728 -2.5844 -2.0036  -0.03
63 C 1.7656 -1.9062 -2.0501  -0.04
64 C 1.5424 -0.9717 -3.0507  -0.27
65 C 2.5101 -0.7290 -4.0128  -0.05
66 C 3.7103 -1.4208 -3.9608  -0.04
67 S 0.0216 -0.0610 -3.0787  0.51
68 O 0.2693 1.1518 -3.8182  -0.30
69 O -1.0275 -0.9235 -3.5539  -0.28
70 O -0.1901 0.2272 -1.6171  -0.46
71 H 5.3234 -3.7465 -2.0416  0.07
72 H 6.1090 -2.3746 -2.8257  0.08
73 H 5.4335 -3.6724 -3.8019  0.08
74 H 3.1545 -3.2973 -1.2076  0.12
75 H 1.0124 -2.0790 -1.2917  0.11
76 H 2.3241 0.0131 -4.7778  0.12
77 H 4.4705 -1.2262 -4.7089  0.12

(4)
Density functional theory data (ωB97M-V/def2-TZVPD) for a molecular structure, C25H55NO2RhSi2 in a non-equilibrium geometry.

frontier orbital gap (spin up / spin down)	7.85 / 6.48	eV
<S²>	6.009
spin multiplicity	5
HOMO energy (spin up / spin down)	-9.6 / -11.8	eV
net charge	+1
relative energy (zero: lowest compared OMol25 entry of this formula, charge and spin)	6.6	kcal/mol
maximum force	3.254	eV/Å
E	-1879.90558	Ha

Last column: Löwdin charge in e.
Geometry (Å):
1 O -1.0205 -2.7649 -1.5891  -0.22
2 O -2.2137 -0.7501 -2.8599  -0.27
3 C 0.3845 -2.9879 -1.5848  -0.26
4 C 0.9161 -3.9689 -0.5582  -0.07
5 H 0.8759 -2.0100 -1.4536  0.08
6 H 0.6182 -3.3234 -2.6059  0.13
7 H 0.8328 -3.5707 0.4614  0.07
8 H 1.9783 -4.1366 -0.7587  0.09
9 H 0.4039 -4.9343 -0.6270  0.09
10 C -1.7213 -2.9432 -0.3522  -0.26
11 C -3.1847 -3.1000 -0.6722  -0.06
12 H -1.5501 -2.0694 0.3064  0.11
13 H -1.3519 -3.8379 0.1773  0.11
14 H -3.5408 -2.2735 -1.2984  0.04
15 H -3.7686 -3.1309 0.2554  0.09
16 H -3.3502 -4.0421 -1.2098  0.09
17 C -3.2724 0.2064 -3.0433  -0.25
18 C -1.9069 -1.5186 -4.0437  -0.25
19 C -4.3001 0.0720 -1.9455  -0.07
20 H -3.7665 0.0558 -4.0193  0.13
21 H -2.8085 1.2036 -3.0314  0.09
22 H -4.8871 -0.8439 -2.0918  0.08
23 H -4.9875 0.9210 -2.0033  0.08
24 H -3.8466 0.0582 -0.9471  0.06
25 C -2.7913 -2.7300 -4.1558  -0.06
26 H -0.8520 -1.8011 -3.9372  0.10
27 H -2.0174 -0.8814 -4.9373  0.12
28 H -2.6406 -3.3884 -3.2939  0.06
29 H -2.5238 -3.2736 -5.0666  0.09
30 H -3.8494 -2.4405 -4.2228  0.09
31 H -0.9227 -0.6784 -1.5934  0.08
32 Rh 0.8184 0.9861 1.1588  1.17
33 C -0.3742 0.2008 -1.0303  -0.21
34 Si 0.6469 1.2122 -2.2739  0.47
35 H -1.1731 0.8274 -0.6293  0.00
36 H 0.1916 -0.3049 -0.2127  -0.01
37 C 1.8062 0.0109 -3.1429  -0.17
38 C 1.6247 2.6454 -1.5470  -0.19
39 C -0.4131 2.0430 -3.5976  -0.17
40 C 2.5117 0.2516 0.6801  -0.39
41 Si 3.5863 1.3901 1.7670  0.44
42 H 2.7533 0.3092 -0.3959  0.01
43 H 2.5847 -0.8020 0.9998  0.04
44 C 4.8044 2.2051 0.5843  -0.17
45 C 4.4744 0.2578 2.9647  -0.16
46 C 2.7615 2.7617 2.7568  -0.19
47 H 0.2257 2.6838 -4.2209  0.05
48 H -1.1876 2.6798 -3.1539  0.03
49 H -0.9025 1.3198 -4.2599  0.03
50 H 2.6097 -0.3405 -2.4860  0.02
51 H 2.2645 0.5119 -4.0075  0.05
52 H 1.2647 -0.8680 -3.5152  0.02
53 H 2.1221 2.4044 -0.5985  -0.04
54 H 0.9704 3.5066 -1.3688  0.04
55 H 2.4029 2.9495 -2.2604  0.05
56 H 4.7291 -0.6967 2.4863  0.04
57 H 3.8694 0.0488 3.8552  0.03
58 H 5.4082 0.7416 3.2864  0.05
59 H 2.3749 2.3875 3.7126  0.03
60 H 1.9423 3.2581 2.2179  0.01
61 H 3.5281 3.5200 2.9721  0.05
62 H 5.7456 2.3947 1.1195  0.04
63 H 4.4297 3.1646 0.2054  0.04
64 H 5.0248 1.5543 -0.2717  0.04
65 C -1.2627 3.1935 1.3078  -0.07
66 N -1.0021 1.8987 1.9674  -0.39
67 C -2.1672 0.9951 1.8203  -0.07
68 C -0.7269 2.0858 3.4343  -0.15
69 C -0.1027 0.8197 3.9199  -0.27
70 C -0.1325 0.4305 5.2690  -0.02
71 C 0.4532 -0.7811 5.6435  -0.06
72 C 1.0692 -1.5936 4.6916  -0.07
73 C 1.1120 -1.1986 3.3407  -0.10
74 C 0.5659 0.0307 2.9908  -0.21
75 H -2.2029 3.6239 1.6871  0.11
76 H -1.3304 3.0394 0.2235  0.08
77 H -0.4282 3.8701 1.5249  0.09
78 H -1.9431 0.0093 2.2401  0.10
79 H -3.0320 1.4370 2.3451  0.11
80 H -2.4178 0.8858 0.7587  0.06
81 H -0.0576 2.9541 3.5431  0.12
82 H -1.6685 2.3214 3.9557  0.14
83 H -0.6260 1.0879 5.9856  0.12
84 H 0.4267 -1.0878 6.6905  0.11
85 H 1.5277 -2.5383 4.9901  0.11
86 H 1.5852 -1.8155 2.5777  0.09

(5)
Density functional theory data (ωB97M-V/def2-TZVPD) for a single C5H6O2 molecule in a non-equilibrium geometry.

frontier orbital gap	10.46	eV
SMILES	O=C1CC2(CO2)C1
HOMO energy	-9.7	eV
net charge	0
relative energy (zero: lowest compared OMol25 entry of this formula, charge and spin)	67.0	kcal/mol
maximum force	1.432	eV/Å
E	-344.49509	Ha

Last column: Löwdin charge in e.
Geometry (Å):
1 O 0.3870 2.7361 0.8663  0.11
2 C 0.2062 1.5826 0.6004  -0.35
3 C 0.9069 0.1796 0.9136  0.03
4 C 0.0153 -0.4339 -0.1378  -0.46
5 C -0.6151 -1.7392 -0.3115  -0.06
6 O 0.4948 -1.3335 -1.1110  -0.01
7 C -0.5754 0.9104 -0.5186  -0.01
8 H 1.4343 -0.4649 1.6307  0.13
9 H 1.7253 0.6855 0.3938  0.13
10 H -0.4285 -2.5723 0.3641  0.12
11 H -1.5680 -1.7806 -0.8457  0.12
12 H -0.3488 1.1919 -1.5473  0.14
13 H -1.6340 1.0384 -0.2970  0.13

(6)
Density functional theory data (ωB97M-V/def2-TZVPD) for a molecular structure, CH2INO2 in a non-equilibrium geometry.

frontier orbital gap	9.02	eV
HOMO energy	-9.5	eV
net charge	0
relative energy (zero: lowest compared OMol25 entry of this formula, charge and spin)	0.0	kcal/mol
maximum force	3.392	eV/Å
E	-542.22647	Ha

Last column: Löwdin charge in e.
Geometry (Å):
1 C -0.2773 0.0403 0.2738  -0.73
2 N -0.4735 0.3333 -1.0261  0.15
3 O -1.0403 -0.1455 1.1559  0.03
4 O 1.1824 0.1316 0.4549  -0.70
5 I 1.6722 -0.5046 2.2353  1.00
6 H -1.3576 -0.0471 -1.4107  0.13
7 H 0.2941 0.1919 -1.6830  0.12

(7)
Density functional theory data (ωB97M-V/def2-TZVPD) for a molecular structure, C22H51GaN9O4 in a non-equilibrium geometry.

frontier orbital gap	5.13	eV
HOMO energy	-3.0	eV
net charge	-1
maximum force	6.210	eV/Å
E	-3587.25339	Ha

Last column: Löwdin charge in e.
Geometry (Å):
1 C -0.0709 0.7172 -1.2048  0.00
2 C 0.7412 0.7404 -0.1574  -0.21
3 C 1.8038 0.4947 1.0518  -0.24
4 Ga 2.3649 -1.5367 1.0345  0.37
5 C 1.7582 -2.2511 2.9152  -0.29
6 N 2.1415 -3.6916 3.1583  -0.22
7 C 0.8878 -4.4322 3.5988  -0.19
8 C 4.4160 -1.5487 0.7946  -0.19
9 C 5.1775 -2.8361 1.3947  -0.67
10 N 5.1668 -2.8670 2.9105  0.05
11 N 6.6515 -2.6622 1.0164  -0.01
12 N 4.7601 -4.1499 0.8144  0.05
13 N 1.3676 -2.3424 -0.4227  -0.01
14 C 1.7634 -3.5714 -0.6987  -0.46
15 C 2.9246 -3.7452 -1.8441  -0.11
16 C 1.1717 -4.9257 -0.0434  -0.11
17 H -0.7388 0.5208 -2.1306  0.00
18 H 1.3146 0.7871 2.0795  0.03
19 H 2.6926 1.2036 0.8836  0.03
20 H 0.6315 -2.0260 3.1038  0.05
21 H 2.3371 -1.5777 3.6745  0.05
22 H 2.7207 -3.6662 4.0283  0.07
23 H 1.0950 -5.5486 3.3848  0.07
24 H 0.0093 -4.1097 2.9274  0.07
25 H 0.6591 -4.2479 4.7132  0.07
26 H 4.8192 -0.6282 1.3940  0.06
27 H 4.7008 -1.3284 -0.3114  0.07
28 H 4.6390 -2.0604 3.2794  0.05
29 H 4.8040 -3.7691 3.2540  0.05
30 H 6.8296 -1.6588 1.2524  0.05
31 H 7.2449 -3.2793 1.5998  0.05
32 H 5.1205 -4.9424 1.3964  0.07
33 H 5.3232 -4.2365 -0.0640  0.07
34 H 2.5255 -3.3380 -2.8439  0.07
35 H 3.1190 -4.8837 -2.0235  0.06
36 H 3.9106 -3.2249 -1.5134  0.05
37 H 1.8916 -5.4610 0.6726  0.06
38 H 0.1221 -4.7726 0.4396  0.07
39 H 0.9809 -5.6642 -0.9297  0.06
40 C -1.9563 1.9876 4.5125  -0.02
41 C -1.3294 1.0863 3.4822  -0.54
42 O -0.2225 0.5884 3.6411  0.01
43 N -2.0305 0.8296 2.3460  0.02
44 C -3.3392 1.3164 1.9731  -0.08
45 H -1.2787 2.0978 5.3607  0.08
46 H -2.1381 2.9766 4.0834  0.06
47 H -2.8918 1.5518 4.8717  0.08
48 H -1.5443 0.2169 1.7018  0.13
49 H -3.9924 0.4548 1.8158  0.08
50 H -3.2434 1.8686 1.0353  0.08
51 H -3.7715 1.9652 2.7332  0.07
52 C -2.6834 7.4011 4.3922  -0.02
53 C -1.8995 6.1418 4.1365  -0.56
54 O -1.9179 5.5740 3.0526  0.03
55 N -1.1535 5.6359 5.1570  0.00
56 C -1.0031 6.1555 6.4985  -0.08
57 H -3.2263 7.6809 3.4886  0.08
58 H -3.4075 7.2354 5.1936  0.08
59 H -2.0062 8.2170 4.6558  0.08
60 H -0.6555 4.7903 4.9112  0.14
61 H 0.0561 6.3621 6.6682  0.08
62 H -1.3345 5.3880 7.2016  0.08
63 H -1.5796 7.0653 6.6568  0.07
64 C -0.9930 1.6042 -6.1558  -0.01
65 C -1.2181 1.7317 -4.6733  -0.54
66 O -1.6061 0.7909 -3.9907  0.00
67 N -0.9777 2.9375 -4.0912  0.01
68 C -0.5201 4.1578 -4.7172  -0.08
69 H -1.2264 0.5873 -6.4734  0.07
70 H -1.6480 2.2935 -6.6942  0.08
71 H 0.0531 1.8099 -6.3951  0.09
72 H -1.1507 2.9450 -3.0939  0.13
73 H 0.4190 4.4531 -4.2440  0.08
74 H -1.2688 4.9339 -4.5411  0.08
75 H -0.3650 4.0403 -5.7883  0.07
76 C -3.4763 -2.7888 -7.5551  -0.01
77 C -3.5217 -1.2855 -7.5034  -0.55
78 O -2.8200 -0.5882 -8.2263  0.01
79 N -4.3752 -0.7028 -6.6187  0.01
80 C -5.2767 -1.3460 -5.6880  -0.08
81 H -2.7511 -3.1049 -8.3058  0.08
82 H -3.1674 -3.1875 -6.5859  0.09
83 H -4.4565 -3.1838 -7.8327  0.08
84 H -4.3499 0.3076 -6.6412  0.14
85 H -6.2937 -1.0181 -5.9152  0.08
86 H -5.0135 -1.0222 -4.6786  0.09
87 H -5.2247 -2.4318 -5.7453  0.07

(8)
Density functional theory data (ωB97M-V/def2-TZVPD) for a gas-phase ion, C3H8N2OS2 (charge -1) in a non-equilibrium geometry.

frontier orbital gap (spin up / spin down)	2.74 / 7.92	eV
<S²>	0.752
spin multiplicity	2
HOMO energy (spin up / spin down)	0.4 / -4.8	eV
net charge	-1
relative energy (zero: lowest compared OMol25 entry of this formula, charge and spin)	10.0	kcal/mol
maximum force	3.234	eV/Å
E	-1100.22615	Ha

Last column: Löwdin charge in e.
Geometry (Å):
1 S 1.7898 1.6434 2.8964  -0.12
2 S 1.5313 -0.1960 2.0598  0.10
3 C 0.6815 0.3529 0.5452  -0.57
4 C -0.0277 -0.8026 -0.1901  -0.40
5 C -0.2386 -0.2761 -1.6348  -0.52
6 N -1.3771 0.4127 -1.9586  0.16
7 O 0.7234 -0.4171 -2.3725  0.03
8 N -1.2535 -1.2962 0.4053  0.03
9 H 2.9694 2.1863 2.4784  -0.26
10 H 1.3892 0.9087 -0.0819  0.07
11 H -0.0236 1.1404 0.8131  0.05
12 H 0.5673 -1.6924 -0.3686  0.13
13 H -2.1763 0.0682 -1.4459  0.08
14 H -1.4950 0.5861 -2.9466  0.10
15 H -1.0960 -1.9847 1.1281  0.06
16 H -1.9642 -0.6337 0.6727  0.06